# 1
29
Properties=species:S:1:pos:R:3:forces:R:3 method="wB97M-V/def2-TZVPD" lumo_energy_ev=0.95 smiles=Cc1ccccc1.CC(C)C total_energy_ev=-11696.755 homo_energy_ev=-8.788
C -1.08945 2.61421 0.34325 -0.930 0.414 0.971
C 1.36799 2.38627 -0.56983 -1.898 -2.846 0.729
C -0.09489 2.15104 -0.68735 2.016 1.141 1.097
C 2.21567 1.33627 -0.97822 -0.844 -1.655 -2.219
C -0.52386 1.24586 -1.58669 -2.312 -1.206 -2.555
C 1.66320 0.32128 -1.87180 -0.967 2.774 0.929
C 0.34030 0.42740 -2.28445 1.297 -1.630 0.243
H 1.62921 3.06817 0.20116 0.573 0.707 0.295
H 3.27974 1.03585 -0.83516 -0.711 1.580 0.640
H -1.35911 1.77594 1.04429 0.092 0.628 -1.145
H -2.02210 3.08304 -0.02222 0.343 -0.631 -0.355
H -1.59917 1.00636 -1.91244 1.310 0.987 1.290
H 2.25469 -0.47211 -2.22079 0.890 -0.816 -0.397
H -0.06978 -0.35582 -2.93931 0.193 0.559 0.121
H -0.76893 3.35365 1.05843 0.895 0.499 0.041
C -0.19704 -1.59295 0.69705 2.815 0.187 0.697
C -1.46722 -1.81712 -0.02077 -0.942 3.203 0.781
C -0.17552 -0.40058 1.69971 -1.206 3.058 -2.477
C 0.36983 -2.82934 1.39236 1.559 -0.545 -3.349
H 0.52051 -1.28238 -0.13861 -0.626 -0.654 1.241
H -2.33308 -2.09281 0.53779 -0.613 0.197 1.189
H 0.19790 -0.52951 2.66478 0.560 -1.032 1.567
H 0.45519 0.52987 1.32821 -1.171 -2.019 0.353
H -1.22024 0.02897 1.81180 1.054 -0.616 0.043
H 1.33361 -2.66820 1.81994 0.600 0.453 0.683
H -0.22872 -3.36651 2.03471 -1.734 -0.578 1.849
H 0.60854 -3.60893 0.61959 -0.257 0.551 0.244
H -1.47288 -2.55040 -0.73344 0.737 -1.701 -2.276
H -1.61437 -0.79753 -0.45202 -0.724 -1.010 -0.232



# 2
29
Properties=species:S:1:pos:R:3:forces:R:3 method="wB97M-V/def2-TZVPD" s2=0.769 lumo_energy_ev="-4.22 / -8.41" multiplicity=2 total_energy_ev=-11688.271 homo_energy_ev="-13.634 / -13.634" charge=+1
C 0.18629 -0.45778 -0.94407 0.502 -0.214 -2.406
C -0.22469 -1.90710 -1.35472 -0.126 -0.441 4.095
C 1.66963 -0.16940 -0.81668 -2.999 -0.084 0.386
C 2.48613 -1.15762 -0.32588 3.443 -0.981 1.825
C 2.18319 1.12842 -1.15339 1.569 -0.761 -1.397
C 3.86812 -0.80090 -0.24835 -3.089 -2.008 -0.030
C 3.52631 1.34785 -1.28770 -2.591 -6.246 3.160
C 4.41778 0.35559 -0.77179 -1.921 1.240 0.070
H -0.14127 0.22143 -1.73123 -0.233 0.223 -0.188
H -0.40552 -0.10923 -0.12642 -0.083 0.294 1.201
H -1.26408 -2.18001 -0.94010 1.752 0.472 -0.118
H 2.10403 -2.12033 0.19834 0.776 1.914 -1.257
H 1.55837 1.79105 -1.67394 -1.156 1.047 -0.015
H 4.46328 -1.48073 0.26630 1.284 -1.017 0.681
H 3.85821 2.16901 -1.62463 2.456 6.059 -2.616
H 5.41718 0.59249 -0.56433 1.427 0.143 -0.171
H 0.56523 -2.59551 -0.90750 -1.474 0.374 -0.822
H -0.36274 -2.09232 -2.35946 0.417 0.005 -2.363
C -2.93097 0.75822 2.19573 -2.840 0.757 -3.588
C -2.51833 1.73083 1.07549 0.465 0.803 -0.185
C -3.67479 -0.39765 1.44197 -0.425 -2.439 0.527
H -2.22914 0.40346 2.83645 2.725 -1.201 1.283
H -3.55762 1.33815 2.85985 -0.747 -0.208 0.086
H -2.43648 1.25241 0.09610 0.322 -0.331 0.154
H -3.10818 -0.89355 0.55006 -0.589 1.318 1.469
H -3.83537 -1.29565 2.12625 0.179 1.102 -0.594
H -4.71349 -0.20287 1.06371 1.069 0.421 0.299
H -3.30726 2.46822 0.87238 0.122 -0.089 0.396
H -1.59382 2.30350 1.24755 -0.235 -0.153 0.120



# 3
41
Properties=species:S:1:pos:R:3:forces:R:3 method="wB97M-V/def2-TZVPD" s2=3.758 lumo_energy_ev="2.34 / 2.28" multiplicity=4 total_energy_ev=-69821.818 homo_energy_ev="-0.743 / -4.481" charge=-1
Ti 0.82881 1.04731 -0.27131 0.508 0.774 0.612
C 3.73258 1.13287 0.65467 -0.199 2.332 0.670
O 3.02356 0.34004 -0.30177 -0.480 -1.647 -1.102
O 3.13114 2.30121 0.65871 -0.262 -0.663 0.195
C 3.61768 0.43919 2.03508 -0.748 -0.895 0.296
F 4.01730 1.16099 3.09552 0.033 -0.145 -0.616
F 2.31092 0.09047 2.26910 0.773 0.163 0.104
F 4.33177 -0.74405 2.08612 -0.158 0.462 0.185
C 3.40122 -1.00259 -0.61385 -0.025 0.014 0.385
C 2.67181 -1.47846 -1.83675 -0.340 0.683 -0.818
H 2.66996 -0.65938 -2.56832 0.282 -0.224 -0.115
H 3.18845 -2.34384 -2.25452 -0.114 -0.048 -0.064
H 1.61301 -1.69299 -1.69752 0.071 -0.210 0.415
H 3.15083 -1.66196 0.22284 0.318 0.048 0.028
H 4.47148 -1.02231 -0.83898 0.115 -0.046 0.322
H 4.81243 1.20446 0.41010 0.180 -0.594 -0.230
Cl -0.24884 3.49140 0.42027 -0.089 -0.832 -0.290
O 0.44331 -1.10137 0.46715 -0.059 1.500 -1.105
C -0.21495 -1.47366 1.44001 0.421 -1.040 0.643
O -1.13678 -0.75205 2.07295 -1.045 0.072 0.657
C -1.84966 0.29378 1.41831 0.984 0.986 -0.290
C -2.79606 0.93706 2.40216 -0.892 -0.740 -0.395
C 0.12112 -2.76656 2.17381 -0.027 1.037 -1.283
H -2.33875 -0.06503 0.50757 -0.213 -0.297 0.121
H -1.12928 1.05397 1.08789 -0.104 0.046 -0.009
H -3.44038 1.66908 1.91353 0.338 0.193 -0.204
H -2.29218 1.42604 3.22879 0.107 -0.160 0.080
H -3.49917 0.15816 2.72630 0.201 0.121 0.496
H 0.18811 -2.58045 3.24100 0.026 -0.212 0.151
H 1.07048 -3.03883 1.71428 0.087 -0.374 0.455
H -0.62980 -3.51336 1.91741 -0.021 -0.181 0.339
C -3.92533 1.60662 -3.12081 -0.411 0.210 -0.571
C -3.93100 0.13335 -2.70269 -0.127 0.547 -0.378
O -2.53640 -0.17615 -2.71766 -0.037 -0.255 -0.054
C -1.86609 0.98161 -2.47493 0.358 -0.045 0.947
O -0.79616 1.06272 -1.95141 0.180 -0.412 -0.291
O -2.61525 2.03528 -2.79941 -0.170 0.607 0.079
H -4.67526 2.25644 -2.66725 0.233 -0.183 0.476
H -4.07880 1.73632 -4.19871 0.184 -0.278 0.016
H -4.49090 -0.42389 -3.45072 0.260 -0.444 0.178
H -4.30495 -0.06140 -1.69698 -0.138 0.129 -0.036



# 4
40
Properties=species:S:1:pos:R:3:forces:R:3 method="wB97M-V/def2-TZVPD" s2=8.813 lumo_energy_ev="-9.22 / -15.56" multiplicity=6 total_energy_ev=-72093.556 homo_energy_ev="-16.846 / -20.496" charge=+3
O -0.19354 -2.24933 1.83782 -0.085 2.970 -2.368
C -0.23977 -1.34972 1.11078 0.461 -7.306 5.776
Fe -0.40709 0.00919 -0.02943 1.851 0.226 0.159
O -3.25356 0.11793 -0.31667 3.845 0.053 0.350
C -2.10522 0.11378 -0.20716 -9.673 0.233 -0.889
C 0.07985 1.38067 -1.09610 2.035 7.056 -5.459
O 0.19927 2.27682 -1.81824 -0.624 -2.863 2.273
C -0.01575 -1.08712 -1.36974 1.299 -5.804 -6.436
O 0.20583 -1.82781 -2.22610 -0.595 2.275 2.572
C -0.21778 1.17220 1.31034 0.446 5.126 6.173
O -0.27968 1.94137 2.17559 -0.108 -2.004 -2.427
C 4.12467 2.98960 0.89415 0.295 0.647 0.615
N 3.37010 1.98888 0.14860 0.340 -1.638 0.488
C 3.39993 2.29942 -1.29201 -0.211 -0.120 -0.778
P 3.28396 0.38367 0.54329 -2.709 2.295 -2.787
O 2.12287 -0.42788 0.05470 0.893 1.421 1.369
N 4.54716 -0.37612 -0.22355 1.896 -2.426 1.025
C 4.28578 -1.72974 -0.68326 -0.069 0.184 -1.742
C 5.93412 -0.07083 0.02403 0.305 0.489 -1.145
N 3.52774 0.20876 2.19623 -1.488 -1.567 1.693
C 2.58180 0.80437 3.14233 0.445 1.373 0.342
C 3.73548 -1.19332 2.61210 1.099 -0.248 0.491
H 5.20989 2.92255 0.73193 -0.217 -0.025 -0.109
H 3.94051 2.92868 1.96336 0.010 0.011 0.068
H 3.78959 3.97095 0.53952 0.097 -0.184 0.199
H 4.40725 2.17388 -1.71731 -0.162 0.195 0.221
H 2.71859 1.65920 -1.85202 0.023 0.041 0.042
H 3.08534 3.34167 -1.40535 0.040 -0.236 -0.081
H 3.28933 -1.79953 -1.12064 0.085 -0.012 0.091
H 5.02703 -1.97729 -1.44195 0.142 -0.239 0.203
H 4.30956 -2.45125 0.14362 0.205 0.082 0.170
H 6.50900 -0.62371 -0.72365 0.241 0.081 0.351
H 6.12296 0.99676 -0.09787 -0.005 0.099 0.141
H 6.24341 -0.36128 1.03679 -0.060 -0.102 0.090
H 1.63547 0.24788 3.15055 0.145 -0.247 -0.064
H 3.02335 0.73575 4.14619 -0.087 -0.081 -0.146
H 2.36806 1.84871 2.92801 -0.015 -0.038 -0.186
H 2.89764 -1.82601 2.27784 -0.023 0.262 -0.015
H 4.66190 -1.60943 2.21211 -0.042 0.095 -0.019
H 3.78576 -1.21802 3.70590 -0.027 -0.074 -0.253



# 5
34
Properties=species:S:1:pos:R:3:forces:R:3 method="wB97M-V/def2-TZVPD" lumo_energy_ev="-7.06 / -7.08" total_energy_ev=-52032.401 homo_energy_ev="-16.697 / -16.691" charge=+2
Fe 0.14799 0.02315 -0.14142 0.051 -0.196 0.178
C 0.74039 -0.83481 2.45941 0.045 -0.040 0.079
C 1.58694 0.40811 2.26971 0.041 -0.042 -0.005
N 0.93167 1.29017 1.26219 -0.048 0.104 -0.078
C -0.17813 2.10710 1.85063 0.006 0.006 -0.021
C -1.53404 1.57161 1.45785 0.146 0.013 0.034
C -2.73463 2.05639 1.93381 -0.036 -0.003 0.044
C -3.91371 1.50239 1.44796 0.077 -0.031 -0.027
C -3.86748 0.48863 0.49739 -0.042 -0.011 0.035
C -2.63430 0.04948 0.06247 0.054 -0.113 -0.085
C -2.42530 -1.00005 -1.00264 0.012 0.014 -0.012
N -0.97746 -1.35558 -1.15238 -0.050 0.108 -0.079
C -0.64462 -2.67073 -0.53412 0.049 -0.030 0.007
C -0.45722 -2.48099 0.95797 0.006 -0.095 0.030
N 0.58023 -1.43414 1.11343 0.158 -0.087 -0.030
N -1.50643 0.58277 0.55316 -0.227 0.230 -0.071
H -0.25308 -0.60362 2.84614 0.000 0.058 -0.010
H 1.21435 -1.52447 3.15941 -0.013 -0.024 -0.021
H 2.56460 0.12570 1.87251 0.005 0.017 0.010
H 1.76014 0.93381 3.20963 -0.055 -0.005 0.006
H 1.63671 1.93384 0.91469 -0.017 0.045 0.064
H -0.08704 3.13549 1.49763 0.002 -0.014 -0.038
H -0.07851 2.14395 2.93718 -0.025 -0.001 0.000
H -2.74959 2.85287 2.66558 -0.024 0.000 -0.005
H -4.86840 1.86497 1.80519 0.001 0.000 -0.001
H -4.77351 0.05203 0.09922 -0.011 0.019 0.013
H -2.79558 -0.61659 -1.95473 0.031 0.026 -0.001
H -3.00953 -1.89556 -0.78228 -0.012 0.014 0.016
H -0.77981 -1.42664 -2.14637 -0.073 -0.033 -0.007
H 0.29254 -3.01426 -0.97797 -0.012 -0.007 -0.012
H -1.40276 -3.42183 -0.75958 -0.029 0.027 0.036
H -0.16590 -3.41808 1.43477 0.019 0.021 0.019
H -1.36655 -2.13046 1.44800 -0.030 0.017 -0.047
H 1.47578 -1.86034 0.86627 0.004 0.014 -0.018



# 6
40
Properties=species:S:1:pos:R:3:forces:R:3 method="wB97M-V/def2-TZVPD" lumo_energy_ev="3.66 / 3.62" total_energy_ev=-44378.118 homo_energy_ev="-2.192 / 0.023" charge=-2
Rb 0.00000 0.00000 0.00000 -1.129 -1.232 -0.238
O 2.06920 0.11980 3.62560 -0.884 0.367 -1.460
C 1.22990 0.53190 2.76070 -0.197 -0.846 2.220
O 0.07690 0.07310 2.51550 0.934 0.230 0.775
C 1.57250 1.89820 2.16150 -0.158 0.285 0.426
C 0.43320 2.66510 1.49000 -0.003 0.774 0.000
C 0.73220 4.17220 1.53950 -0.236 0.323 0.320
C 1.88920 4.29840 0.53810 0.321 0.500 -0.201
C 2.03550 2.85540 0.03940 -0.443 1.159 0.659
O 0.64110 2.45550 0.07680 0.491 0.306 -0.477
C 2.69090 1.98790 1.12450 0.885 0.750 -0.446
C 3.26650 0.83120 0.30920 1.644 -0.920 -0.105
O 4.45620 1.04370 -0.09880 -1.442 -0.254 0.276
O 2.52330 -0.14910 0.05310 0.956 0.427 -0.132
H 1.87430 2.47640 3.04870 0.024 -0.166 -0.253
H -0.58340 2.41200 1.79840 0.243 -0.279 -0.207
H 0.98780 4.53630 2.53850 -0.051 -0.115 -0.039
H -0.12630 4.74680 1.17240 0.004 -0.154 0.172
H 2.80630 4.69390 0.98420 -0.035 -0.110 -0.093
H 1.59160 4.96110 -0.28260 0.146 -0.041 0.015
H 2.44390 2.78410 -0.97270 0.079 -0.217 0.362
H 3.54950 2.51200 1.56720 -0.183 -0.142 -0.351
I -2.74370 -1.99420 0.00000 2.570 2.304 -0.053
I -4.88890 -3.55340 0.00000 -3.247 -2.438 -0.021
C 0.36920 0.81400 -4.87360 0.039 0.094 -0.380
C 0.40620 0.89550 -3.37420 0.046 -0.007 0.849
N 0.92700 2.04380 -2.86130 -0.112 -0.070 -0.191
O 0.00000 0.00000 -2.64350 0.215 0.441 -1.408
H 0.77860 1.71640 -5.33610 -0.038 -0.103 -0.006
H -0.66730 0.69430 -5.19960 0.153 -0.130 0.046
H 0.96200 -0.04470 -5.19960 -0.195 0.044 0.046
H 1.27160 2.80340 -3.43020 -0.127 -0.366 0.120
H 0.96670 2.13130 -1.85410 -0.198 0.030 -0.163
C 1.11890 -3.88860 0.14880 -0.002 0.418 -0.106
O 0.81670 -2.51340 0.00000 0.777 -0.293 -1.055
H 2.16960 -4.00350 0.42600 0.052 -0.215 0.055
H 0.91970 -4.40990 -0.79070 0.011 -0.295 0.028
H 0.48850 -4.30780 0.93640 0.019 0.175 -0.115
H 1.40390 -2.16580 -0.72050 -0.511 -0.283 1.162
H -2.08040 1.51210 0.00000 -0.417 0.050 -0.031



# 7
32
Properties=species:S:1:pos:R:3:forces:R:3 method="wB97M-V/def2-TZVPD" lumo_energy_ev=-3.43 total_energy_ev=-16159.628 homo_energy_ev=-11.417 charge=+1
C -3.52507 2.42141 -0.39352 1.979 2.254 1.153
C -3.94599 1.61296 -1.44031 -1.711 0.309 0.838
C -2.43580 1.98642 0.44992 -1.908 0.527 -0.210
C -3.28229 0.44255 -1.63954 -0.270 -0.342 -1.767
C -1.75356 0.87728 0.08671 2.911 -1.795 0.052
C 2.89036 -1.44630 -0.29376 -0.736 0.935 2.510
C 2.84830 0.08531 -0.55158 0.958 -1.212 -0.076
C 2.19065 -1.80343 1.07297 -0.164 0.914 -2.495
C 1.36202 0.47528 -0.55460 1.370 1.486 1.640
C 0.76487 -1.34003 1.09093 -2.933 -0.348 -1.379
C 0.90574 0.11187 0.82945 -0.605 2.419 1.252
N -2.11048 0.22717 -1.02017 -0.204 -1.432 -1.005
N 1.03091 0.85660 1.95824 -0.064 -0.213 -0.791
N -0.08312 -1.99607 0.08234 -0.947 3.054 -1.126
H -3.87045 3.50363 -0.38512 -0.007 -1.626 0.511
H -4.93535 1.85653 -1.90498 1.334 -0.392 0.042
H -2.04021 2.28698 1.43000 -1.002 1.227 -0.575
H -3.64156 -0.25808 -2.39400 0.395 -0.002 0.210
H 2.38578 -1.91408 -1.08932 -0.523 -0.727 -1.058
H 3.83985 -1.89565 -0.13935 1.220 0.053 -0.505
H 3.52576 0.71590 0.07213 -0.821 -0.557 0.075
H 3.27359 0.17849 -1.52732 0.024 0.484 -0.901
H 2.22935 -2.83853 1.21849 0.256 -1.522 0.650
H 2.70281 -1.21351 1.76551 1.009 0.249 1.688
H 1.20736 1.47769 -0.95530 -0.114 0.205 0.835
H 0.83070 -0.15920 -1.18146 -0.743 -1.350 -1.233
H 0.17202 -1.45751 1.97229 0.555 -0.061 1.596
H 0.44711 0.50649 2.78711 1.792 0.946 -1.455
H 1.61501 1.75362 1.98789 -1.776 -1.694 -0.037
H -1.04813 -1.55824 0.00783 1.867 -1.236 0.827
H -0.07469 -2.97099 0.05619 -0.050 -1.577 0.226
H -1.47548 -0.52454 -1.39764 -1.091 1.025 0.509



# 8
32
Properties=species:S:1:pos:R:3:forces:R:3 method="wB97M-V/def2-TZVPD" lumo_energy_ev="-4.72 / -4.72" total_energy_ev=-16158.039 homo_energy_ev="-12.476 / -12.477" charge=+1
C -0.04517 2.64070 1.41707 0.296 0.963 1.426
C -0.27283 1.99758 -0.86919 -0.087 0.780 -0.315
C -0.32327 1.65179 0.43389 0.744 1.476 -1.312
C -0.52552 -0.35304 -1.03846 0.907 0.128 6.013
C -0.40273 0.83989 -1.79137 -2.006 -0.550 -0.931
C -1.84194 0.92527 -2.43653 0.434 -1.083 -1.657
C 0.60036 0.79234 -2.90257 2.650 2.590 0.629
C -0.36971 0.39771 3.23176 -0.120 1.096 -2.262
C 0.14676 -1.76742 1.79107 -1.067 1.519 -0.573
C 1.78260 0.07184 1.61765 0.116 1.088 0.286
C 0.27647 -0.22998 1.93654 1.364 -0.037 -0.973
N 0.24871 3.36473 2.26833 -0.321 -0.424 -0.844
N -0.48115 0.36314 0.80874 -1.219 -2.740 -3.545
N -0.83508 -1.58148 -1.17396 -0.595 -1.516 -1.415
H -0.23016 3.01688 -1.33825 -0.009 -1.123 0.997
H -2.71507 0.94200 -1.85845 -0.784 -0.117 1.703
H -2.03252 0.18307 -3.22675 0.487 -0.317 0.360
H -1.88144 1.80468 -2.99144 0.177 1.872 -0.834
H 0.36847 1.69003 -3.45888 0.271 0.400 -0.314
H 0.70335 0.06695 -3.62479 -0.992 -2.401 -1.279
H 1.68740 0.88145 -2.60275 -1.270 0.243 0.409
H -1.32840 0.93215 2.92014 1.098 -1.083 0.900
H -0.47168 -0.42711 3.84605 -1.042 -1.495 1.541
H 0.24857 1.09536 3.77956 0.343 0.274 -0.353
H -0.86275 -2.13604 1.89953 -0.668 0.089 -0.685
H 0.59647 -2.30491 2.54429 1.584 -0.722 2.045
H 0.69425 -2.06404 0.90028 -0.349 -0.203 -0.252
H 1.84176 1.13277 1.21877 0.371 -1.289 0.659
H 2.47197 -0.02254 2.49213 -0.650 0.022 -0.670
H 2.12589 -0.61169 0.80764 -0.145 0.496 0.556
H -1.25876 -1.95071 -2.07517 0.854 0.714 1.186
H -0.66778 -2.32317 -0.45241 -0.374 1.350 -0.497